# 1
This record from the Open Molecules 2025 dataset describes a cluster of 2 separate species, C35H32OP in total. The level of theory is ωB97M-V/def2-TZVPD.

Cartesian coordinates (Å):
C: -4.33403 -1.58132 -3.44826
C: -2.94264 -1.15156 -3.09578
C: -2.55660 0.18209 -3.30314
C: -1.26212 0.58707 -3.03112
C: -0.30469 -0.32336 -2.49093
C: 1.02546 0.12595 -2.16971
C: 2.20120 -0.44507 -2.73220
C: 3.44127 0.25829 -2.62455
C: 4.62262 -0.27779 -3.12129
C: 4.62545 -1.53245 -3.73989
C: 3.41977 -2.23257 -3.89595
C: 2.22134 -1.69212 -3.43040
C: -0.73094 -1.65377 -2.25221
C: -2.02251 -2.05717 -2.56184
H: -4.37496 -2.66016 -3.61541
H: -5.04954 -1.34338 -2.65075
H: -4.68854 -1.08778 -4.35973
H: -3.29973 0.88886 -3.69285
H: -0.95241 1.60989 -3.25949
H: 1.12475 1.12309 -1.73701
H: 3.43654 1.25387 -2.16661
H: 5.55363 0.28938 -3.02342
H: 5.56270 -1.96369 -4.10719
H: 3.41609 -3.20509 -4.38858
H: 1.27966 -2.21574 -3.60448
H: -0.02311 -2.35703 -1.81133
H: -2.32752 -3.09133 -2.39555
C: 3.30526 -1.66386 0.28774
C: 1.82506 -1.39611 0.46769
C: 1.42316 -0.02958 0.58643
P: 0.21339 0.49910 1.73758
C: -0.39611 2.05348 1.02731
C: -1.03479 1.96434 -0.21618
C: -1.37083 3.11914 -0.91950
C: -1.03871 4.36930 -0.39300
C: -0.40505 4.46382 0.84662
C: -0.07274 3.31163 1.56303
C: -1.22441 -0.60652 1.79531
C: -2.52580 -0.17065 1.49774
C: -3.58705 -1.07860 1.50422
C: -3.36995 -2.41583 1.83763
C: -2.09113 -2.83615 2.21241
C: -1.03700 -1.92815 2.23636
C: 0.50131 0.89988 3.48363
C: -0.58302 0.91075 4.38316
C: -0.40296 1.29164 5.71376
C: 0.86356 1.66486 6.16877
C: 1.94508 1.66844 5.28190
C: 1.77443 1.28066 3.95079
O: 1.04517 -2.37998 0.49362
H: 3.69601 -1.95351 1.27348
H: 3.42487 -2.51509 -0.39351
H: 3.86809 -0.81203 -0.10434
H: 2.05263 0.74224 0.12856
H: -1.23835 0.97564 -0.63595
H: -1.89327 3.03455 -1.87106
H: -1.27074 5.26553 -0.96391
H: -0.16022 5.43994 1.26323
H: 0.43901 3.38450 2.52713
H: -2.73057 0.87905 1.26819
H: -4.58683 -0.72705 1.24640
H: -4.19209 -3.13046 1.81471
H: -1.89808 -3.87307 2.48980
H: -0.05737 -2.26182 2.57977
H: -1.58032 0.61475 4.04665
H: -1.25508 1.29530 6.39460
H: 1.00662 1.95081 7.21015
H: 2.93346 1.97940 5.62479
H: 2.62422 1.27258 3.26398

## Properties
spin multiplicity	1
LUMO energy	-5.0	eV
total charge	+1
electronic energy	-48143.04329	eV
HOMO-LUMO gap	0.2092	Ha
ΔE to the lowest compared entry with this formula, charge and spin	0.0	kcal per mole

# 2
This record from the Open Molecules 2025 dataset describes a structure of composition C35H33AsN4OReSSbSe4. The level of theory is ωB97M-V/def2-TZVPD.

Cartesian coordinates (Å):
Re: 0.11005 0.06033 0.44761
C: -7.29053 -3.43624 -2.39195
C: -6.02622 -2.64843 -2.23930
C: -5.63527 -2.14288 -0.99330
C: -4.48373 -1.39501 -0.84897
C: -3.70791 -1.15952 -1.98034
C: -4.04243 -1.67905 -3.23052
C: -5.20956 -2.41091 -3.34742
S: -2.32390 -0.10136 -1.96408
C: -3.10254 1.49814 -1.79932
O: -1.64402 -0.30036 -0.54231
H: -7.87990 -3.45671 -1.47894
H: -7.06545 -4.46445 -2.68189
H: -7.90040 -3.02917 -3.19898
H: -6.25830 -2.33371 -0.12899
H: -4.19581 -1.00624 0.12006
H: -3.41275 -1.50574 -4.09519
H: -5.49473 -2.80859 -4.31326
H: -3.80910 1.45876 -0.97152
H: -3.62132 1.69793 -2.73762
H: -2.33424 2.25408 -1.63633
C: -0.21890 -3.69260 4.22740
N: 0.23481 -3.59864 2.81649
C: 0.74674 -4.84274 2.18171
C: 0.22144 -2.50184 2.18772
N: 0.21892 -1.47844 1.60026
H: -1.02028 -4.42629 4.28474
H: -0.57125 -2.72564 4.57368
H: 0.61746 -4.02697 4.83821
H: -0.02662 -5.60541 2.24609
H: 1.62823 -5.17660 2.72591
H: 0.99869 -4.66213 1.14058
N: 3.50374 -4.79247 -2.07880
C: 2.90063 -3.83207 -2.25589
C: 2.16492 -2.60726 -2.40398
C: 1.94922 -1.99876 -3.63789
C: 1.28168 -0.78248 -3.66949
C: 0.82867 -0.23700 -2.48727
N: 0.99947 -0.84502 -1.29247
C: 1.67765 -2.00132 -1.26103
H: 2.30774 -2.46563 -4.54706
H: 1.12375 -0.25644 -4.60114
H: 0.32896 0.72593 -2.48794
H: 1.84414 -2.44833 -0.29100
C: 3.61353 5.23738 1.62855
C: 4.15148 4.56287 0.54253
C: 3.78978 3.24559 0.29015
C: 2.88627 2.62137 1.14446
C: 2.32591 3.29735 2.22595
C: 2.69966 4.60817 2.46743
As: 2.52609 0.75106 0.91231
C: 3.23518 -0.16556 2.43948
C: 2.75921 -0.17301 3.73981
C: 3.51157 -0.81417 4.71467
C: 4.70403 -1.44167 4.36698
C: 5.15597 -1.44346 3.05323
C: 4.42048 -0.80305 2.06402
C: 4.78205 -0.71510 0.62693
C: 5.89953 -1.28847 0.03519
C: 6.12829 -1.12490 -1.32553
C: 5.25139 -0.38582 -2.11384
C: 4.12806 0.19269 -1.54023
C: 3.90829 0.01984 -0.18173
H: 3.91625 6.25636 1.83013
H: 4.85924 5.05712 -0.10908
H: 4.22399 2.71995 -0.54926
H: 1.62947 2.80502 2.89626
H: 2.28953 5.13951 3.31532
H: 1.83093 0.32165 4.00242
H: 3.18052 -0.81472 5.74473
H: 5.29212 -1.93338 5.13059
H: 6.08643 -1.93879 2.80786
H: 6.60206 -1.86029 0.62748
H: 7.00705 -1.56819 -1.77512
H: 5.45362 -0.24781 -3.16785
H: 3.45892 0.78802 -2.14981
Se: -4.72261 2.37750 5.38398
Sb: -2.58018 3.22348 5.11194
Se: -0.86610 1.56264 1.99290
Se: -1.26852 0.81895 4.06992
Se: -0.78919 4.69693 5.11289

## Properties
spin multiplicity	1
LUMO energy (alpha / beta)	-13.5 / -13.5	eV
total charge	+4
electronic energy	-386523.79830	eV
HOMO-LUMO gap (alpha / beta)	0.1620 / 0.1614	Ha

# 3
This record from the Open Molecules 2025 dataset describes a structure of composition C35H33Br2N6O3S2W. The level of theory is ωB97M-V/def2-TZVPD.

Cartesian coordinates (Å):
W: 0.33961 1.42901 -0.58050
C: 4.38163 2.40638 -2.03726
N: 4.10043 0.99478 -2.34606
C: 4.63770 0.30807 -3.41512
C: 4.13761 -0.95062 -3.38546
N: 3.29806 -1.00558 -2.29976
C: 3.27988 0.17858 -1.67646
S: 2.47447 0.48266 -0.15593
H: 5.43731 2.59281 -2.21108
H: 4.13887 2.61046 -1.00001
H: 3.78781 3.04786 -2.68499
H: 5.33792 0.76563 -4.09312
H: 4.31225 -1.79281 -4.03223
H: 2.74502 -1.80299 -1.97633
C: -0.18059 1.03901 -4.89138
C: -0.00650 1.57876 -3.63288
N: 0.26471 0.79360 -2.56911
C: 0.38152 -0.54424 -2.73062
C: 0.24529 -1.15403 -3.96079
C: -0.05496 -0.33103 -5.05222
C: 0.37130 -2.59455 -4.19080
C: 0.66199 -3.61923 -3.40065
C: 0.96523 -3.71681 -1.96699
C: 1.01648 -4.97259 -1.38354
C: 1.26013 -5.03442 -0.02062
N: 1.41760 -3.93513 0.72027
C: 1.38036 -2.78189 0.06856
N: 1.17835 -2.60408 -1.23846
H: -0.40772 1.68636 -5.72722
H: -0.05707 2.64491 -3.45120
H: 0.60063 -1.13557 -1.84908
H: -0.19542 -0.77074 -6.03287
H: 0.15972 -2.86778 -5.21960
H: 0.63082 -4.58701 -3.89121
H: 0.85920 -5.87213 -1.96322
H: 1.33076 -5.98505 0.49502
H: 1.53162 -1.88253 0.65844
Br: -2.65708 5.73277 4.54226
C: -1.44564 4.70183 3.48287
C: -0.01467 5.08224 3.67568
C: 0.87780 4.83101 2.55863
C: 0.64885 3.80890 1.74968
C: -0.53506 2.83781 1.69963
C: -2.00110 2.73436 2.20311
C: 1.58364 3.62297 0.61668
O: 2.75955 3.77061 0.64492
O: 0.92115 3.22182 -0.56876
H: 0.19705 5.92630 4.31600
H: 1.74878 5.45626 2.40509
H: -0.66170 0.76205 1.74093
H: -2.52773 1.85848 2.55464
Br: -2.10620 3.09536 -0.87310
C: -1.68482 3.38694 0.97084
C: -2.21571 4.16643 2.25519
C: -0.54288 3.78476 4.33108
C: 0.17078 2.44978 4.12870
C: 0.51638 1.55254 3.18640
N: 0.04767 1.49548 1.76647
H: -3.21468 4.56592 2.14255
H: -0.74716 3.92063 5.38403
H: 0.60790 2.15534 5.07904
H: 1.12534 0.70223 3.45934
C: -2.85516 -4.55610 4.06567
C: -2.72007 -3.66567 2.86650
C: -3.47565 -2.48997 2.76403
C: -3.36751 -1.65765 1.66867
C: -2.48291 -2.01165 0.64786
C: -1.73287 -3.18673 0.71219
C: -1.85370 -3.99988 1.82373
S: -2.16995 -1.01132 -0.73748
C: -3.68283 -0.11165 -0.95339
O: -1.13574 0.06320 -0.21391
H: -3.14159 -3.99181 4.95110
H: -1.92920 -5.09060 4.26914
H: -3.63267 -5.30293 3.88847
H: -4.16970 -2.23525 3.55553
H: -3.97931 -0.76632 1.61294
H: -1.07256 -3.46132 -0.10527
H: -1.27855 -4.91554 1.88148
H: -3.82700 0.58137 -0.12884
H: -4.48330 -0.85093 -0.99518
H: -3.62221 0.41989 -1.90069

## Properties
spin multiplicity	3
LUMO energy (alpha / beta)	-9.0 / -9.4	eV
total charge	+3
electronic energy	-215464.84526	eV
HOMO-LUMO gap (alpha / beta)	0.2649 / 0.2505	Ha
ΔE to the lowest compared entry with this formula, charge and spin	192.7	kcal per mole

# 4
This record from the Open Molecules 2025 dataset describes a structure of composition C35H33Cl3CrN5OS. The level of theory is ωB97M-V/def2-TZVPD.

Cartesian coordinates (Å):
Cr: -2.32433 -0.46497 0.80475
C: -3.59444 3.21331 2.75087
C: -4.27146 3.85662 1.72655
C: -4.42560 3.21745 0.50421
C: -3.89632 1.94742 0.34020
N: -3.23863 1.32849 1.33975
C: -3.09132 1.94696 2.51289
C: -4.00397 1.16064 -0.90960
C: -4.64178 1.60700 -2.05595
C: -4.69713 0.77458 -3.16469
C: -4.11694 -0.48304 -3.10577
C: -3.48978 -0.86235 -1.93339
N: -3.43704 -0.06323 -0.86518
H: -3.45595 3.67718 3.71649
H: -4.67785 4.84765 1.87462
H: -4.95097 3.70915 -0.30032
H: -2.54880 1.40638 3.28042
H: -5.09210 2.58715 -2.09315
H: -5.19338 1.10734 -4.06595
H: -4.14619 -1.16057 -3.94637
H: -3.01392 -1.83187 -1.83374
C: -5.12925 -1.61658 1.29764
N: -3.72573 -1.75308 1.73762
C: -3.67233 -1.49129 3.19797
C: -3.24192 -3.13905 1.47472
C: -1.74585 -3.15798 1.59643
C: -1.05584 -4.29066 1.99648
C: 0.32968 -4.24953 2.07568
C: 1.01595 -3.08493 1.76178
C: 0.32042 -1.95741 1.35009
C: -1.07652 -1.96784 1.26081
H: -5.77367 -2.28657 1.87284
H: -5.21554 -1.86875 0.24263
H: -5.46287 -0.59075 1.45256
H: -4.24878 -2.25159 3.73128
H: -4.11284 -0.51764 3.40691
H: -2.64162 -1.52303 3.54931
H: -3.55192 -3.40676 0.46043
H: -3.73690 -3.83629 2.15811
H: -1.58493 -5.20053 2.25249
H: 0.87501 -5.12777 2.39372
H: 2.09444 -3.05763 1.84385
H: 0.87868 -1.05699 1.12203
Cl: 7.45869 -1.50486 -5.28668
C: 6.29184 -0.79480 -4.23435
C: 5.83773 -1.49999 -3.13083
C: 4.91026 -0.90447 -2.29458
C: 4.41442 0.37505 -2.52980
C: 3.40277 0.94675 -1.55639
C: 2.02758 1.19191 -2.18408
N: 0.98931 1.20790 -1.15007
C: 0.93556 2.09066 -0.10171
C: -0.13922 1.72761 0.64685
N: -0.74642 0.63566 0.06257
C: -0.03171 0.35665 -1.02035
O: 3.76995 2.18083 -0.97423
C: 4.94508 2.14200 -0.16498
C: 4.77004 1.31050 1.07019
C: 4.00224 1.66163 2.14375
Cl: 3.15736 3.14532 2.35108
S: 4.00855 0.49198 3.39428
C: 5.03194 -0.52770 2.47520
C: 5.36531 0.03137 1.28055
C: 4.89139 1.05159 -3.65614
Cl: 4.32619 2.64553 -4.05784
C: 5.82491 0.48219 -4.50599
H: 6.21364 -2.49292 -2.93140
H: 4.56315 -1.44604 -1.42245
H: 3.27175 0.20208 -0.75793
H: 1.77672 0.41287 -2.90189
H: 2.01688 2.15566 -2.68720
H: 1.67350 2.86306 0.01986
H: -0.49332 2.16428 1.56446
H: -0.19777 -0.46966 -1.69202
H: 5.13663 3.18452 0.08729
H: 5.79074 1.77040 -0.75042
H: 5.35924 -1.47030 2.88209
H: 6.03349 -0.43230 0.56921
H: 6.18183 1.02642 -5.36811

## Properties
spin multiplicity	4
LUMO energy (alpha / beta)	-6.5 / -6.6	eV
total charge	+2
electronic energy	-123140.83476	eV
HOMO-LUMO gap (alpha / beta)	0.2334 / 0.2277	Ha
ΔE to the lowest compared entry with this formula, charge and spin	0.0	kcal per mole

Largest force on an atom for every record listed, in sequence, given in hartree/bohr: 0.039, 0.046, 0.034, 0.008.